Entry 1:
{"formula": "C11H29I2MoOP2Si", "method": "ωB97M-V/def2-TZVPD", "species": ["I", "I", "Mo", "P", "C", "C", "H", "H", "H", "H", "H", "H", "C", "H", "H", "H", "P", "C", "C", "H", "H", "H", "C", "H", "H", "H", "H", "H", "H", "C", "O", "C", "Si", "C", "C", "C", "H", "H", "H", "H", "H", "H", "H", "H", "H", "H", "H"], "coordinates": [[-3.373, 0.459, -2.056], [2.003, 0.722, -1.477], [-0.787, 0.225, -0.817], [-0.930, -2.010, -1.496], [-1.233, -3.035, -0.031], [-2.185, -2.653, -2.665], [-1.986, -3.719, -2.830], [0.392, -3.747, -2.525], [-2.113, -2.104, -3.609], [0.811, -2.126, -3.172], [-2.183, -2.715, 0.420], [-3.177, -2.506, -2.232], [0.579, -2.694, -2.261], [-1.310, -4.083, -0.361], [1.428, -2.624, -1.576], [-0.423, -2.931, 0.704], [-0.738, 2.818, -1.401], [-0.953, 3.781, 0.153], [0.704, 3.689, -2.152], [-2.079, 3.013, -3.412], [-1.877, 4.610, -2.633], [-3.039, 3.412, -1.974], [-2.067, 3.543, -2.455], [0.954, 3.216, -3.106], [0.470, 4.746, -2.342], [-0.950, 4.861, -0.063], [-0.125, 3.540, 0.832], [1.577, 3.625, -1.498], [-1.896, 3.498, 0.637], [-1.673, 0.636, 0.952], [-2.021, 0.932, 2.040], [0.514, -0.250, 3.929], [1.699, -0.807, 2.639], [3.341, 0.039, 2.687], [1.847, -2.673, 2.625], [0.886, -0.420, 0.287], [0.962, -0.433, 4.914], [-0.437, -0.793, 3.875], [0.289, 0.820, 3.848], [3.781, -0.118, 3.680], [4.018, -0.375, 1.928], [3.234, 1.119, 2.513], [0.852, -3.147, 2.670], [2.383, -3.046, 1.738], [2.416, -2.977, 3.520], [1.066, 0.118, 1.287], [1.347, -1.437, 0.265]], "e_tot_ha": -2146.45410, "s_squared": 2.0411, "spin_multiplicity": 3, "total_charge": 3}

=====

Entry 2:
{"formula": "C56H55GeIrN4P2S2Si2", "method": "ωB97M-V/def2-TZVPD", "species": ["Ir", "C", "Si", "C", "C", "N", "P", "C", "P", "N", "Si", "C", "C", "C", "C", "C", "C", "C", "C", "C", "C", "C", "C", "C", "C", "C", "C", "C", "C", "C", "C", "C", "C", "C", "C", "C", "C", "C", "H", "H", "H", "H", "H", "H", "H", "H", "H", "H", "H", "H", "H", "H", "H", "H", "H", "H", "H", "H", "H", "H", "H", "H", "H", "H", "H", "H", "H", "H", "H", "H", "H", "H", "H", "H", "H", "H", "S", "C", "C", "C", "C", "N", "C", "C", "C", "S", "C", "N", "H", "H", "C", "Ge", "C", "C", "C", "C", "C", "C", "C", "C", "C", "C", "C", "C", "C", "C", "C", "C", "H", "H", "H", "H", "H", "H", "H", "H", "H", "H", "H", "H", "H", "H", "H"], "coordinates": [[0.127, -0.572, 0.192], [1.845, 4.158, -0.134], [2.207, 2.311, -0.095], [3.916, 2.037, 0.618], [2.271, 1.765, -1.880], [0.941, 1.514, 0.771], [0.787, 0.889, 2.252], [0.922, -0.802, 2.170], [2.308, -1.800, 2.103], [2.971, -1.853, 0.617], [2.814, -2.462, -2.274], [3.136, -4.277, -2.072], [1.696, -2.090, -3.708], [4.385, -1.485, -2.234], [3.653, -1.407, 3.236], [3.527, -1.698, 4.593], [4.546, -1.374, 5.473], [5.697, -0.757, 5.001], [5.836, -0.486, 3.648], [4.818, -0.815, 2.763], [1.800, -3.484, 2.574], [0.454, -3.818, 2.657], [0.068, -5.138, 2.859], [1.029, -6.128, 2.990], [2.378, -5.800, 2.921], [2.761, -4.486, 2.707], [-0.986, 1.199, 2.621], [-1.438, 2.457, 3.020], [-2.792, 2.709, 3.162], [-3.724, 1.714, 2.886], [-3.289, 0.459, 2.494], [-1.926, 0.199, 2.379], [1.634, 1.773, 3.584], [2.010, 3.102, 3.407], [2.617, 3.802, 4.439], [2.854, 3.173, 5.654], [2.472, 1.852, 5.840], [1.855, 1.157, 4.811], [2.365, 4.623, -0.976], [2.170, 4.675, 0.772], [0.775, 4.341, -0.261], [4.587, 2.825, 0.263], [4.307, 1.079, 0.269], [3.949, 2.034, 1.708], [3.240, 2.041, -2.305], [1.498, 2.239, -2.491], [2.149, 0.684, -1.954], [2.199, -4.834, -2.044], [3.668, -4.460, -1.136], [3.745, -4.658, -2.896], [0.775, -2.673, -3.636], [2.176, -2.342, -4.657], [1.436, -1.032, -3.731], [4.878, -1.645, -1.274], [4.211, -0.418, -2.359], [5.049, -1.823, -3.033], [2.634, -2.195, 4.955], [4.446, -1.607, 6.526], [6.491, -0.496, 5.689], [6.741, -0.021, 3.278], [4.918, -0.628, 1.703], [-0.280, -3.025, 2.577], [-0.983, -5.392, 2.919], [0.729, -7.156, 3.146], [3.130, -6.571, 3.029], [3.814, -4.234, 2.637], [-0.726, 3.247, 3.227], [-3.126, 3.688, 3.483], [-4.783, 1.915, 2.992], [-4.006, -0.330, 2.302], [-1.586, -0.810, 2.161], [1.836, 3.586, 2.453], [2.907, 4.834, 4.294], [3.336, 3.716, 6.457], [2.654, 1.363, 6.788], [1.531, 0.135, 4.957], [1.663, -2.152, -0.388], [-1.171, -1.850, -0.660], [-1.683, -3.103, -0.328], [-2.533, -3.762, -1.214], [-3.074, -5.041, -0.836], [-3.485, -6.066, -0.518], [-2.847, -3.202, -2.464], [-2.307, -1.971, -2.822], [-1.499, -1.330, -1.904], [-0.627, 0.209, -2.116], [-3.721, -3.881, -3.380], [-4.424, -4.400, -4.125], [-1.446, -3.572, 0.618], [-2.528, -1.532, -3.786], [-2.075, 2.786, -0.280], [-2.269, 1.846, -1.958], [-1.663, 2.909, -3.468], [-1.512, 2.338, -4.734], [-0.939, 3.055, -5.771], [-0.492, 4.353, -5.554], [-0.632, 4.932, -4.303], [-1.213, 4.211, -3.266], [-3.968, 0.902, -2.011], [-4.164, 0.041, -0.960], [-5.337, -0.732, -0.839], [-6.320, -0.615, -1.775], [-6.186, 0.289, -2.857], [-7.221, 0.431, -3.815], [-7.102, 1.311, -4.849], [-5.932, 2.091, -4.975], [-4.916, 1.970, -4.073], [-5.005, 1.064, -2.983], [-2.278, 3.849, -0.418], [-1.070, 2.654, 0.124], [-2.797, 2.383, 0.428], [-1.851, 1.324, -4.916], [-0.833, 2.600, -6.748], [-0.031, 4.909, -6.360], [-0.284, 5.942, -4.129], [-1.311, 4.678, -2.293], [-3.402, -0.063, -0.194], [-5.444, -1.421, -0.010], [-7.225, -1.207, -1.702], [-8.111, -0.177, -3.708], [-7.899, 1.414, -5.574], [-5.842, 2.792, -5.796], [-4.029, 2.577, -4.187]], "e_tot_ha": -6625.40057, "total_charge": 0, "relative_energy_kcal_mol": 0.0}

=====

Entry 3:
{"formula": "C9H14", "method": "ωB97M-V/def2-TZVPD", "species": ["C", "C", "C", "C", "C", "C", "C", "H", "H", "H", "H", "H", "H", "H", "H", "C", "C", "H", "H", "H", "H", "H", "H"], "coordinates": [[-0.258, -0.788, -1.791], [-0.281, 2.939, -1.148], [0.045, 1.691, -1.657], [-1.383, 3.080, -0.208], [-0.576, 0.531, -1.207], [-2.070, 1.965, 0.167], [-1.657, 0.707, -0.308], [0.206, 3.828, -1.527], [0.824, 1.624, -2.404], [-1.503, 4.038, 0.282], [-2.846, 2.015, 0.914], [-1.016, -1.515, -1.487], [0.744, -1.190, -1.662], [-2.140, -0.165, 0.119], [-0.437, -0.824, -2.876], [1.421, -2.946, 2.133], [1.657, -1.570, 1.572], [2.282, -3.606, 2.046], [1.155, -2.871, 3.187], [0.608, -3.464, 1.624], [0.757, -0.948, 1.632], [2.030, -1.550, 0.540], [2.438, -0.981, 2.058]], "e_tot_ha": -350.99443, "s_squared": 0.7682, "spin_multiplicity": 2, "total_charge": 1, "relative_energy_kcal_mol": 9.1}

=====

Entry 4:
{"formula": "Br3Zn", "method": "ωB97M-V/def2-TZVPD", "species": ["Zn", "Br", "Br", "Br"], "coordinates": [[-6.867, -0.342, -0.537], [-5.607, -0.606, 2.036], [-2.557, -0.941, 2.128], [-8.369, 0.074, 1.127]], "e_tot_ha": -9501.40875, "total_charge": -1, "relative_energy_kcal_mol": 136.0}

=====

Entry 5:
{"formula": "C2H2N2O", "method": "ωB97M-V/def2-TZVPD", "species": ["O", "C", "N", "C", "N", "H", "H"], "coordinates": [[-1.070, -0.355, 1.097], [-1.074, 0.173, -0.053], [-0.003, 0.359, -0.784], [1.086, -0.115, -0.083], [0.942, -0.624, 1.075], [-1.958, 0.541, -0.583], [2.040, 0.002, -0.632]], "e_tot_ha": -262.05300, "total_charge": 0, "relative_energy_kcal_mol": 69.6}

=====

Entry 6:
{"formula": "C2HCl2NO2", "method": "ωB97M-V/def2-TZVPD", "species": ["C", "C", "N", "O", "O", "Cl", "Cl", "H"], "coordinates": [[-1.232, -0.591, 1.417], [0.317, -0.461, -1.497], [-0.940, -1.697, 1.219], [1.482, 1.015, 0.166], [1.098, -0.439, -0.673], [-2.169, 0.733, 1.091], [-0.120, 0.966, -2.684], [1.565, 0.474, 0.960]], "e_tot_ha": -1202.20030, "total_charge": 0, "relative_energy_kcal_mol": 72.1}